# C7H13N2O4

2 unconnected molecules or ions with the total composition C7H13N2O4 at a distorted geometry (the ωB97M-V functional and the def2-TZVPD basis, the Open Molecules 2025 dataset).

Geometry (Å):
C -3.427 1.178 -0.273
C -2.974 -1.287 0.716
C 1.453 -1.138 -1.075
C 0.187 1.459 -0.410
C -0.161 0.563 1.688
C 1.303 -0.615 0.314
C -2.713 -0.194 -0.391
N -2.189 -0.639 -1.485
N 0.117 0.271 0.319
O -4.591 1.012 -0.662
O -3.634 -1.111 1.715
O -2.823 2.227 0.019
O -2.186 -2.335 0.588
H 2.047 -0.450 -1.488
H 1.828 -2.142 -1.038
H 0.481 -1.079 -1.591
H 0.133 1.477 -1.630
H -0.669 2.216 -0.287
H 1.156 2.035 -0.285
H -0.401 -0.366 2.288
H 0.745 0.957 2.276
H -1.078 1.191 1.742
H 2.240 -0.044 0.603
H 1.278 -1.252 1.226
H -2.129 0.148 -2.252
H -1.717 -2.254 -0.257

Forces on the atoms, in the same order (eV/Å):
-0.017 0.150 -0.528
0.579 2.295 0.734
-2.531 -2.210 1.458
0.300 3.854 -4.186
-0.804 -0.247 2.272
-0.082 1.708 1.218
-0.704 -0.839 -0.996
-0.252 1.785 -0.426
0.712 -1.572 1.644
-0.385 -0.050 0.176
0.116 -0.221 -1.022
0.231 -0.477 0.263
0.194 -1.182 -0.087
2.664 2.003 -2.386
0.461 -0.467 -0.561
0.308 -0.405 0.271
0.169 -1.218 2.543
1.015 -1.590 0.712
-0.519 -0.417 0.373
0.066 0.603 -0.922
-1.007 0.278 -0.825
0.901 -0.019 0.205
-0.572 0.150 -0.440
-0.733 -0.428 -1.171
-0.125 -1.719 2.054
0.015 0.236 -0.373

Values from the calculation:
HOMO level   -4.87 eV
Gap between HOMO and LUMO   8.212 eV
Maximum force   5.7 eV/Å
Total charge   -1
Energy above the lowest of the compared OMol25 structures with the same formula, charge and spin   0.0 kJ/mol

Atom charges from the Löwdin analysis, given in e for atoms 1 to 8: C -0.71; C -0.48; C -0.09; C -0.18; C -0.14; C -0.27; C -0.20; N 0.11

# C7H13N2O4

A gas-phase ion, C7H13N2O4 (charge +1) at a distorted geometry (the ωB97M-V functional and the def2-TZVPD basis, the Open Molecules 2025 dataset).

Geometry (Å):
C 0.294 1.173 -0.775
C 1.575 0.661 -0.801
C -0.694 -0.386 0.921
C 1.155 3.002 -2.118
C 1.539 -1.215 -2.222
C -1.857 0.740 2.656
C -0.684 -3.035 1.614
N -0.604 0.857 0.154
N 0.052 -1.259 0.366
O 0.077 2.354 -1.382
O 2.194 -0.296 -1.252
O -1.632 -0.432 1.896
O 0.164 -2.576 0.571
H 0.708 4.021 -2.537
H 1.389 2.253 -3.000
H 2.096 3.129 -1.661
H 1.260 -2.154 -1.528
H 2.337 -1.691 -2.741
H 0.556 -0.738 -2.619
H -1.911 1.744 2.076
H -1.073 0.944 3.390
H -2.877 0.753 3.204
H -0.273 -2.865 2.719
H -0.723 -4.096 1.404
H -1.734 -2.439 1.571
H -1.335 1.551 0.093

Forces on the atoms, in the same order (eV/Å):
0.780 1.129 -0.516
0.489 -0.443 1.252
0.073 0.184 -1.316
-1.819 -0.526 -4.205
-2.365 -2.302 2.926
-1.606 3.336 0.914
-1.726 0.867 2.237
-0.667 0.221 0.307
-0.031 1.206 -0.473
0.041 -0.159 0.839
0.033 -0.106 -1.387
0.364 0.425 -0.754
-0.259 0.610 1.169
1.018 -2.477 1.016
-0.517 1.809 1.224
0.660 0.236 1.558
0.089 2.277 -1.357
0.401 0.606 -1.500
2.235 -0.878 0.200
0.110 -1.887 0.366
0.015 -0.560 -0.024
1.750 -0.844 -1.055
-0.492 -0.199 -2.461
-0.514 -0.143 0.323
2.430 -2.194 -0.083
-0.494 -0.187 0.800

Values from the calculation:
HOMO level   -12.75 eV
Gap between HOMO and LUMO   8.380 eV
Maximum force   4.6 eV/Å
Total charge   +1
Energy above the lowest of the compared OMol25 structures with the same formula, charge and spin   838.0 kJ/mol

Atom charges from the Löwdin analysis, given in e for atoms 1 to 8: C -0.31; C 0.04; C -0.30; C -0.01; C 0.05; C -0.06; C -0.06; N 0.19

# C7H13N2OS

2 unconnected molecules or ions with the total composition C7H13N2OS at a distorted geometry (the ωB97M-V functional and the def2-TZVPD basis, the Open Molecules 2025 dataset).

Geometry (Å):
C 0.495 1.922 -2.054
C -0.009 2.728 -3.015
C -1.761 1.300 -2.142
C -0.541 1.148 -1.434
C 1.659 0.639 0.537
C 0.360 -1.918 3.018
C -0.413 0.173 -0.402
N 0.502 -0.241 0.311
N -0.136 -2.271 1.654
O -1.613 -0.973 -0.525
S -1.626 2.440 -3.398
H 1.534 1.788 -1.740
H 0.616 3.125 -3.742
H -2.651 0.713 -1.763
H 1.495 1.582 -0.037
H 1.563 0.605 1.588
H 2.575 0.184 0.059
H -0.451 -1.400 3.528
H 0.477 -2.856 3.539
H 1.230 -1.246 2.776
H 0.296 -1.556 0.883
H -1.140 -2.157 1.521
H -0.043 -3.232 1.499
H -2.421 -0.498 -0.661

Forces on the atoms, in the same order (eV/Å):
-0.213 -0.443 1.391
0.592 -1.241 -0.026
0.347 -0.846 1.946
-1.680 0.967 -1.790
-0.071 -0.585 -2.399
-0.470 0.855 -1.159
-3.752 -3.805 -2.004
0.816 0.316 -0.368
-0.974 0.646 -0.138
3.709 2.113 1.147
-0.775 -0.558 0.765
-0.416 0.558 -0.797
0.821 1.388 -1.091
0.814 1.531 -1.441
0.260 -0.406 1.682
1.427 1.218 1.243
-0.785 0.223 1.097
0.370 0.359 0.055
0.950 0.110 0.337
-0.603 -1.029 1.278
-0.373 -0.389 0.713
-0.112 0.514 0.140
0.807 -1.788 -0.627
-0.688 0.292 0.045

Values from the calculation:
HOMO level   -12.67 eV
Gap between HOMO and LUMO   9.403 eV
Maximum force   5.7 eV/Å
Total charge   +1
Energy above the lowest of the compared OMol25 structures with the same formula, charge and spin   241.5 kJ/mol

Atom charges from the Löwdin analysis, given in e for atoms 1 to 8: C -0.12; C -0.39; C -0.32; C -0.25; C -0.02; C -0.02; C -0.16; N 0.00

# C7H13N3O

2 unconnected molecules or ions with the total composition C7H13N3O at a distorted geometry (the ωB97M-V functional and the def2-TZVPD basis, the Open Molecules 2025 dataset).

Geometry (Å):
C -0.509 -3.793 -1.718
C -0.376 -2.723 -0.699
C -1.381 -2.194 0.056
N -0.781 -1.305 0.916
C 0.541 -1.339 0.649
N 0.820 -2.189 -0.297
H -1.425 -4.370 -1.623
H 0.313 -4.509 -1.667
H -0.480 -3.463 -2.756
H -2.437 -2.390 0.037
H -1.284 -0.784 1.612
H 1.250 -0.773 1.229
C 1.021 2.314 -1.611
C 1.157 2.030 -0.131
C 0.040 2.634 0.704
N 0.172 2.414 2.042
O -0.923 3.208 0.244
H 1.192 3.346 -1.892
H -0.028 2.137 -1.888
H 1.549 1.587 -2.220
H 1.002 0.962 0.022
H 2.142 2.272 0.282
H -0.516 2.773 2.681
H 0.889 1.820 2.430

Forces on the atoms, in the same order (eV/Å):
0.379 -0.597 -0.660
-0.427 -0.148 0.284
0.023 -0.068 -0.171
-0.776 -0.144 -0.094
0.144 -0.085 0.445
0.494 -0.010 -0.399
-0.162 0.113 0.244
0.073 0.046 0.308
-0.035 0.466 0.000
-0.080 0.110 0.116
0.256 0.193 0.053
0.096 -0.014 -0.041
-1.238 -0.342 -0.186
-0.225 -0.164 -0.015
0.145 0.059 -0.125
0.165 -0.236 0.626
0.016 0.147 -0.037
0.465 0.072 -0.020
0.082 0.102 0.166
0.580 0.247 -0.001
0.280 -0.114 -0.104
-0.133 0.087 -0.017
-0.112 0.030 -0.152
-0.009 0.248 -0.219

Values from the calculation:
SMILES string   Cc1c[nH]cn1.CCC(N)=O
HOMO level   -8.74 eV
Gap between HOMO and LUMO   9.307 eV
Maximum force   1.3 eV/Å
Energy above the lowest of the compared OMol25 structures with the same formula, charge and spin   15.0 kJ/mol

Atom charges from the Löwdin analysis, given in e for atoms 1 to 8: C -0.05; C -0.36; C -0.07; N 0.05; C -0.24; N 0.10; H 0.07; H 0.07

# C7H13N4

2 unconnected molecules or ions with the total composition C7H13N4 at a distorted geometry (the ωB97M-V functional and the def2-TZVPD basis, the Open Molecules 2025 dataset).

Geometry (Å):
C 2.333 2.217 0.052
C 0.656 -2.452 -1.269
C -2.139 0.154 0.583
C -1.529 0.526 -0.819
C -0.955 -0.557 1.297
C -0.226 1.150 -0.772
C 0.397 0.053 1.353
N 2.757 3.288 0.138
N 0.927 -3.529 -1.579
N 2.119 0.949 -0.114
N 0.826 0.340 -0.083
H -2.283 0.930 1.234
H -3.106 -0.460 0.577
H -1.500 -0.354 -1.458
H -2.342 1.132 -1.353
H -1.209 -0.817 2.266
H -0.755 -1.477 0.612
H 0.056 1.406 -1.803
H -0.448 2.003 -0.129
H 0.377 0.972 2.013
H 1.195 -0.602 1.743
H 1.074 -4.524 -1.761
H 2.891 0.332 -0.290
H 0.884 -0.680 -0.436

Forces on the atoms, in the same order (eV/Å):
-6.609 -11.577 -0.738
0.348 0.146 0.035
1.878 -2.219 -1.226
-4.812 -1.591 -0.276
-0.272 -2.991 -3.438
0.321 1.807 -0.076
0.547 1.909 0.787
4.796 9.649 0.683
-0.046 -1.118 -0.084
3.149 4.337 0.081
-2.176 -1.808 0.968
-0.975 2.882 0.961
1.706 0.656 -0.253
-0.055 -0.499 0.176
1.672 -0.146 0.569
-0.535 -0.985 1.863
-0.688 0.725 1.700
0.543 0.147 0.599
1.146 0.585 -0.301
0.423 -0.447 -1.204
-0.597 0.015 -0.013
-0.083 0.873 0.040
0.328 -1.545 -0.263
-0.008 1.196 -0.589

Values from the calculation:
HOMO level (spin up / spin down)   -8.92 / -14.77 eV
Gap between HOMO and LUMO (spin up / spin down)   6.269 / 7.757 eV
Maximum force   13.4 eV/Å
Total charge   +1
Energy above the lowest of the compared OMol25 structures with the same formula, charge and spin   367.9 kJ/mol
Spin multiplicity   3

Atom charges from the Löwdin analysis, given in e for atoms 1 to 8: C -0.28; C 0.02; C -0.12; C -0.20; C -0.19; C -0.14; C -0.12; N 0.23

# C7H13NO

A molecular structure, C7H13NO at a distorted geometry (the ωB97M-V functional and the def2-TZVPD basis, the Open Molecules 2025 dataset).

Geometry (Å):
C -2.672 0.881 -0.071
C -1.775 -0.302 -0.087
C 0.569 -1.119 -0.650
C 1.948 -0.425 -0.947
C 1.761 0.784 0.288
C 0.565 0.188 0.905
C 0.793 -1.320 0.989
H -2.145 1.759 -0.741
H -2.838 1.273 0.977
H -3.728 0.633 -0.694
H -2.235 -0.846 -0.938
H -2.141 -0.876 0.775
H 0.334 -2.020 -1.233
H 1.890 0.037 -1.926
H 2.888 -0.987 -0.901
H 2.655 0.821 1.022
H 1.071 2.047 -0.874
H 0.090 0.779 1.768
H -0.030 -1.937 1.401
H 1.763 -1.543 1.286
N -0.314 0.031 -0.370
O 1.553 2.143 0.019

Forces on the atoms, in the same order (eV/Å):
-1.369 3.522 -2.212
-0.192 -0.895 -1.528
2.643 -1.040 2.706
-1.482 2.223 0.885
3.049 -1.234 1.028
-2.892 0.117 0.941
-2.442 0.517 -2.521
-1.412 -1.984 1.741
-0.179 -0.207 -1.365
2.697 0.775 2.168
1.294 -0.301 0.122
1.302 -0.398 0.282
-0.460 0.750 -0.100
0.143 0.355 -0.207
-0.514 -0.102 0.379
-1.203 -0.626 -1.167
0.633 0.981 1.931
0.738 -0.774 -1.330
0.678 0.536 0.089
1.614 -1.036 0.752
-1.665 -0.403 1.009
-0.983 -0.776 -3.602

Values from the calculation:
HOMO level   -8.85 eV
Gap between HOMO and LUMO   9.904 eV
Maximum force   4.4 eV/Å
Energy above the lowest of the compared OMol25 structures with the same formula, charge and spin   388.4 kJ/mol

Atom charges from the Löwdin analysis, given in e for atoms 1 to 8: C -0.16; C -0.31; C -0.24; C -0.03; C -0.34; C -0.27; C -0.04; H 0.11